No. 1
44
Properties=species:S:1:pos:R:3 method="wB97M-V/def2-TZVPD" e_above_lowest_ev=3.405 homo_lumo_gap_ev=8.94 e_lumo_ha=0.01338 smiles="N[C@@H](Cc1ccc(O)cc1)C(=O)N[C@@H](Cc1ccccc1)C(=O)O" e_homo_ev=-8.58 e_tot_ha=-1108.322137 total_charge=0 max_force_ev_per_a=5.9 multiplicity=1
N 2.21 0.87 2.76
C 1.80 1.70 1.70
C 2.74 1.91 0.50
C 2.41 1.01 -0.75
C 2.80 -0.34 -0.81
C 2.78 -1.18 -1.93
C 2.32 -0.56 -3.12
O 2.00 -1.29 -4.27
C 1.85 0.77 -3.10
C 1.86 1.56 -1.94
C 0.44 1.27 1.34
O -0.26 1.97 0.61
N 0.04 0.05 1.72
C -1.34 -0.31 2.09
C -1.80 -1.41 1.24
C -2.43 -1.07 -0.17
C -2.13 0.13 -0.84
C -2.76 0.37 -2.02
C -3.65 -0.50 -2.56
C -4.04 -1.65 -1.85
C -3.41 -2.01 -0.64
C -1.30 -0.72 3.57
O -1.47 -1.92 3.88
O -0.94 0.25 4.41
H 3.10 0.39 2.60
H 1.81 0.90 3.72
H 1.71 2.67 2.06
H 3.67 1.76 0.81
H 2.59 2.93 0.08
H 3.11 -0.83 0.13
H 2.91 -2.21 -1.96
H 2.67 -1.04 -4.98
H 1.49 1.16 -4.05
H 1.31 2.57 -1.99
H 0.76 -0.52 2.30
H -1.81 0.65 2.10
H -0.92 -2.08 1.00
H -2.48 -2.02 1.75
H -1.55 0.88 -0.32
H -2.69 1.43 -2.40
H -4.06 -0.28 -3.58
H -4.82 -2.25 -2.27
H -3.65 -2.84 -0.06
H -0.87 -0.15 5.22

***

No. 2
30
Properties=species:S:1:pos:R:3 method="wB97M-V/def2-TZVPD" e_above_lowest_ev=0.000 homo_lumo_gap_ev="6.50 / 6.41" e_lumo_ha="-0.44168 / -0.43790" e_homo_ev="-18.52 / -18.32" e_tot_ha=-1181.905707 total_charge=+3 max_force_ev_per_a=0.2 multiplicity=1
Tl -1.46 -0.46 0.01
O 0.16 -0.88 3.45
S 0.43 -0.71 4.89
C 1.18 -2.16 5.68
C 2.58 -1.68 6.11
C 2.97 -0.42 5.31
C 1.74 0.48 5.26
H 1.17 -2.93 4.90
H 0.53 -2.46 6.50
H 3.30 -2.48 5.96
H 2.55 -1.45 7.18
H 3.29 -0.68 4.30
H 3.78 0.11 5.81
H 1.71 1.26 4.49
H 1.48 0.91 6.23
N -2.67 -0.87 -5.16
C -2.57 -1.09 -3.86
N -1.92 -0.11 -3.19
C -1.62 0.80 -4.13
C -0.92 2.05 -4.01
C -0.69 2.76 -5.14
C -1.13 2.29 -6.40
C -1.82 1.05 -6.56
C -2.07 0.36 -5.42
H -3.14 -1.47 -5.83
H -2.98 -1.98 -3.40
H -0.63 2.42 -3.03
H -0.17 3.71 -5.10
H -0.96 2.90 -7.28
H -2.10 0.70 -7.55

***

No. 3
87
Properties=species:S:1:pos:R:3 method="wB97M-V/def2-TZVPD" e_above_lowest_ev=0.000 homo_lumo_gap_ev="4.68 / 5.23" e_lumo_ha="0.02047 / -0.10191" e_homo_ev="-4.13 / -8.00" e_tot_ha=-2787.605484 total_charge=0 max_force_ev_per_a=3.6 multiplicity=3 s_squared=2.01
Pt -0.02 0.08 -0.56
C -1.82 0.86 -6.50
C -1.86 -0.46 -6.28
C -1.09 -1.50 -7.06
C 0.36 -1.15 -7.50
C 1.17 -0.30 -6.57
C 1.18 1.04 -6.59
C 0.34 1.91 -7.47
C -1.13 1.46 -7.69
C 1.50 0.38 0.87
H -2.39 1.55 -5.86
H -2.61 -0.87 -5.59
H -1.66 -1.77 -7.97
H -1.04 -2.44 -6.47
H 0.90 -2.10 -7.63
H 0.32 -0.68 -8.50
H 1.91 -0.85 -5.97
H 1.99 1.60 -6.11
H 0.83 2.00 -8.46
H 0.33 2.93 -7.06
H -1.69 2.35 -8.01
H -1.15 0.77 -8.54
H 1.28 1.34 1.34
H 2.54 0.36 0.48
H 1.37 -0.42 1.61
P -1.57 -0.58 -2.08
P 1.63 0.09 -2.02
C -0.50 -0.88 -3.48
C 0.84 -0.64 -3.43
C -2.50 -2.11 -1.82
C -2.87 -3.00 -2.85
C -3.61 -4.14 -2.54
C -3.93 -4.42 -1.21
C -3.53 -3.57 -0.18
C -2.82 -2.41 -0.49
C -2.78 0.75 -2.41
C -2.32 2.08 -2.42
C -3.23 3.13 -2.52
C -4.59 2.86 -2.66
C -5.05 1.54 -2.68
C -4.15 0.48 -2.56
C 3.08 -0.95 -1.71
C 2.87 -2.22 -1.14
C 3.96 -3.03 -0.81
C 5.25 -2.59 -1.09
C 5.47 -1.33 -1.67
C 4.39 -0.51 -1.99
C 2.26 1.75 -2.39
C 2.38 2.69 -1.36
C 2.85 3.97 -1.63
C 3.16 4.34 -2.94
C 3.01 3.42 -3.99
C 2.61 2.11 -3.70
H -0.99 -1.32 -4.36
H 1.52 -0.96 -4.22
H -2.57 -2.80 -3.89
H -3.92 -4.82 -3.34
H -4.50 -5.32 -0.97
H -3.75 -3.79 0.87
H -2.52 -1.72 0.30
H -1.25 2.28 -2.32
H -2.87 4.16 -2.48
H -5.30 3.68 -2.76
H -6.11 1.33 -2.78
H -4.50 -0.55 -2.57
H 1.85 -2.55 -0.94
H 3.78 -3.99 -0.33
H 6.10 -3.23 -0.86
H 6.49 -0.98 -1.86
H 4.55 0.46 -2.46
H 2.10 2.40 -0.35
H 2.97 4.68 -0.81
H 3.51 5.34 -3.15
H 3.20 3.72 -5.02
H 2.56 1.35 -4.47
S -1.67 0.45 1.17
C -1.04 0.12 2.72
C -0.79 -1.20 3.16
C -0.34 -1.43 4.46
C -0.12 -0.35 5.33
C -0.36 0.96 4.90
C -0.81 1.20 3.61
H -0.98 -2.02 2.46
H -0.17 -2.45 4.79
H 0.23 -0.53 6.34
H -0.19 1.80 5.57
H -1.02 2.21 3.24